ORCA calculation (ωB97M-V/def2-TZVPD) on C39H41N12O4SSeTc as an isolated structure.

Results
total charge: -1
⟨S²⟩: 0.755
energy above the lowest of the compared OMol25 structures with the same formula, charge and spin: 9.2 kcal per mole
multiplicity: 2
HOMO energy (spin up / spin down): -0.1896 / -0.1899 Ha

Positions of all 99 atoms, in Å:
Tc: 0.24 0.92 1.57
O: 3.67 -1.03 2.19
C: 2.73 -0.43 2.62
O: 1.92 0.20 1.72
C: 2.41 -0.38 4.08
C: 3.21 -1.22 4.87
C: 3.07 -1.28 6.24
C: 2.11 -0.47 6.85
C: 1.32 0.36 6.10
C: 1.44 0.43 4.70
S: 0.42 1.57 3.88
H: 3.94 -1.83 4.37
H: 3.69 -1.94 6.83
H: 1.98 -0.50 7.93
H: 0.57 0.98 6.57
N: -1.22 -1.13 -0.85
C: -1.37 -1.41 0.47
N: -2.01 -2.45 0.93
N: -1.95 -2.33 2.29
N: -1.32 -1.28 2.63
N: -0.91 -0.64 1.49
C: -0.49 -0.06 -1.32
N: -0.33 0.24 -2.59
N: 0.46 1.34 -2.57
N: 0.73 1.68 -1.36
N: 0.14 0.80 -0.52
H: -1.63 -1.77 -1.52
C: -6.60 3.77 3.21
C: -5.11 4.02 3.24
C: -4.33 3.38 4.19
C: -2.96 3.56 4.23
C: -2.36 4.42 3.33
C: -3.12 5.06 2.36
N: -2.53 5.92 1.42
C: -1.20 5.87 1.01
C: -0.47 7.05 0.88
C: 0.84 7.03 0.44
C: 1.46 5.83 0.15
C: 0.75 4.64 0.28
C: -0.58 4.66 0.68
C: -1.35 3.37 0.69
O: -2.35 3.20 0.04
O: -0.84 2.44 1.50
C: -4.51 4.86 2.30
C: -5.29 5.51 1.18
H: -6.90 3.20 4.09
H: -6.89 3.20 2.32
H: -7.17 4.71 3.21
H: -4.81 2.71 4.90
H: -2.35 3.04 4.95
H: -1.29 4.58 3.36
H: -3.00 6.79 1.26
H: -0.94 7.99 1.15
H: 1.39 7.96 0.34
H: 2.49 5.80 -0.18
H: 1.21 3.70 0.02
H: -4.73 5.40 0.25
H: -5.44 6.58 1.36
H: -6.26 5.05 1.05
C: 5.19 -1.10 -3.81
C: 4.36 -2.19 -4.48
C: 3.15 -1.64 -5.23
C: 2.04 -1.12 -4.32
N: 1.35 -2.20 -3.64
C: 1.47 -2.51 -2.32
Se: 2.46 -1.64 -1.07
N: 0.60 -3.55 -2.08
C: 0.38 -4.15 -0.77
C: 1.54 -5.01 -0.28
C: 2.01 -6.07 -1.27
C: 0.99 -7.18 -1.53
C: -0.10 -3.85 -3.24
C: -1.11 -4.75 -3.51
C: -1.62 -4.78 -4.80
C: -1.13 -3.93 -5.79
C: -0.12 -3.02 -5.52
C: 0.39 -3.00 -4.23
H: 6.05 -1.52 -3.29
H: 4.60 -0.56 -3.06
H: 5.55 -0.38 -4.55
H: 4.02 -2.90 -3.72
H: 4.99 -2.75 -5.17
H: 2.74 -2.41 -5.89
H: 3.47 -0.81 -5.88
H: 1.29 -0.57 -4.89
H: 2.43 -0.44 -3.56
H: -0.54 -4.72 -0.83
H: 0.22 -3.34 -0.05
H: 1.22 -5.49 0.65
H: 2.37 -4.35 -0.04
H: 2.93 -6.52 -0.88
H: 2.29 -5.60 -2.22
H: 0.70 -7.65 -0.59
H: 1.39 -7.95 -2.19
H: 0.09 -6.78 -1.99
H: -1.52 -5.40 -2.74
H: -2.42 -5.47 -5.03
H: -1.55 -3.97 -6.78
H: 0.25 -2.35 -6.28

Want to see where the charge sits? The Löwdin charges in e are:
1 Tc 1.46
2 O 0.09
3 C -0.50
4 O -0.31
5 C -0.15
6 C -0.03
7 C -0.09
8 C -0.09
9 C -0.13
10 C -0.61
11 S 0.64
12 H 0.11
13 H 0.09
14 H 0.10
15 H 0.09
16 N 0.18
17 C -0.45
18 N 0.05
19 N -0.06
20 N -0.04
21 N -0.14
22 C -0.50
23 N 0.06
24 N -0.05
25 N -0.04
26 N -0.12
27 H 0.15
28 C -0.06
29 C -0.23
30 C -0.05
31 C -0.07
32 C -0.03
33 C -0.21
34 N 0.09
35 C -0.20
36 C -0.03
37 C -0.10
38 C -0.09
39 C -0.02
40 C -0.08
41 C -0.53
42 O 0.14
43 O -0.32
44 C -0.17
45 C -0.04
46 H 0.07
47 H 0.08
48 H 0.08
49 H 0.10
50 H 0.09
51 H 0.12
52 H 0.13
53 H 0.11
54 H 0.10
55 H 0.10
56 H 0.09
57 H 0.08
58 H 0.08
59 H 0.06
60 C -0.12
61 C -0.26
62 C -0.19
63 C -0.18
64 N -0.02
65 C -0.69
66 Se 0.78
67 N -0.02
68 C -0.17
69 C -0.20
70 C -0.25
71 C -0.10
72 C -0.15
73 C -0.02
74 C -0.10
75 C -0.10
76 C -0.01
77 C -0.15
78 H 0.07
79 H 0.03
80 H 0.07
81 H 0.09
82 H 0.10
83 H 0.10
84 H 0.11
85 H 0.12
86 H 0.07
87 H 0.12
88 H 0.08
89 H 0.12
90 H 0.07
91 H 0.10
92 H 0.10
93 H 0.07
94 H 0.07
95 H 0.04
96 H 0.10
97 H 0.10
98 H 0.10
99 H 0.11